(1)
Molecular formula: C6H7NO3S
Method: DFT, ωB97M-V/def2-TZVPD

CARTESIAN COORDINATES (ANGSTROEM)
H (-2.1772, 1.9148, -1.3750)
N (-1.2366, 1.4915, -1.7074)
C (-0.5641, 0.7104, -0.9904)
C (0.8585, 0.4600, -1.4527)
O (1.2485, 0.9431, -2.4642)
C (1.8564, -0.3764, -0.5904)
C (1.4428, -0.2484, 0.8137)
C (0.0493, -0.7587, 1.0189)
C (-0.8876, -0.0417, 0.2713)
S (-2.3789, 0.1121, 0.9246)
O (-2.7040, -0.6175, 2.1071)
O (-3.4755, 0.6223, 0.1611)
H (1.7268, -1.3839, -1.0485)
H (2.8347, -0.1286, -0.8585)
H (2.0197, -0.8511, 1.4129)
H (1.4462, 0.7653, 1.1164)
H (-0.1400, -0.8267, 2.0385)
H (0.0809, -1.7864, 0.6226)

Results
Charge   0
ΔE to the lowest compared entry with this formula, charge and spin   47.81 kcal/mol
E   -24799.837 eV
HOMO energy   -0.3566 Ha

Mulliken population analysis, charges in e, atoms 1 to 8: number 1, H, carries 0.27; number 2, N, carries -0.60; number 3, C, carries 0.48; number 4, C, carries 0.41; number 5, O, carries -0.51; number 6, C, carries -0.70; number 7, C, carries -0.96; number 8, C, carries -0.65

=====

(2)
Molecular formula: C4H8N4
Method: DFT, ωB97M-V/def2-TZVPD

CARTESIAN COORDINATES (ANGSTROEM)
H (-0.2425, -1.8098, -2.0273)
N (-0.5610, -0.8776, -2.0833)
C (-0.5204, -0.4610, -0.8411)
N (-0.8466, 0.9770, -0.7378)
N (-0.2315, 1.7828, 0.2231)
C (0.1300, 1.0638, 1.3636)
C (0.8446, -0.1536, 0.7829)
N (1.2707, -1.4868, 0.7929)
C (-0.1907, -1.1030, 0.3501)
H (-0.5440, 1.4760, -1.7770)
H (0.4933, 2.1856, -0.3643)
H (0.6546, 1.7000, 2.1371)
H (-0.9103, 0.7135, 1.8918)
H (1.5338, 0.3580, -0.1345)
H (0.8270, -1.9534, 1.6535)
H (-0.8145, -1.5141, 1.3233)

Results
Charge   0
ΔE to the lowest compared entry with this formula, charge and spin   171.29 kcal/mol
E   -10230.814 eV
HOMO energy   -0.2995 Ha

Mulliken population analysis, charges in e, atoms 1 to 8: number 1, H, carries 0.26; number 2, N, carries -0.77; number 3, C, carries 0.32; number 4, N, carries -0.42; number 5, N, carries -0.35; number 6, C, carries -0.43; number 7, C, carries 0.33; number 8, N, carries -0.58

=====

(3)
Molecular formula: C6H16NS
Method: DFT, ωB97M-V/def2-TZVPD

CARTESIAN COORDINATES (ANGSTROEM)
C (1.4332, 1.9298, -1.2242)
C (0.5977, 1.1675, -0.2390)
C (0.7955, -0.4081, -0.2486)
C (1.3276, -1.1934, -1.5099)
S (1.8864, -0.8816, 1.1260)
N (-0.7570, -1.1076, 0.2944)
C (-1.8295, -0.8127, -0.6635)
C (-1.1762, -0.7836, 1.6858)
H (2.3092, 1.3131, -1.4046)
H (1.6641, 2.9526, -0.7991)
H (0.9147, 1.9990, -2.1913)
H (-0.3726, 1.5091, -0.4448)
H (0.8506, 1.4741, 0.8176)
H (2.2034, -0.5532, -1.5547)
H (0.7477, -0.9972, -2.3623)
H (1.7026, -2.1444, -1.3117)
H (2.8607, 0.0216, 0.7840)
H (-0.5290, -2.1473, 0.2292)
H (-2.0614, -1.5190, -1.4137)
H (-2.7947, -0.6830, -0.1327)
H (-1.6311, 0.1942, -1.0278)
H (-0.2234, -0.9013, 2.2864)
H (-1.4961, 0.1832, 1.6673)
H (-1.7819, -1.5824, 2.0007)

Results
Charge   +1
ΔE to the lowest compared entry with this formula, charge and spin   51.08 kcal/mol
E   -18798.445 eV
HOMO energy   -0.4937 Ha

Mulliken population analysis, charges in e, atoms 1 to 8: number 1, C, carries -1.27; number 2, C, carries -0.49; number 3, C, carries 0.18; number 4, C, carries -1.23; number 5, S, carries -0.11; number 6, N, carries -0.19; number 7, C, carries -0.82; number 8, C, carries -0.99